Formula: C5H14N2OP
Source: the OMol25 dataset
Level of theory: wB97M-V/def2-TZVPD

Bonds (Å) are listed after each position.
Positions of all 23 atoms, in Å:
1 C -0.496 2.367 0.104  N6 1.386, N7 1.256, O8 1.362
2 C 1.831 -0.217 -0.843  P9 1.835, H10 1.096, H11 1.095, H12 1.095
3 C -0.765 -0.961 -1.722  P9 1.789, H13 1.024, H14 1.078, H15 1.095
4 C -0.265 -1.994 1.310  C5 1.536, H16 1.039, H17 1.101, H18 1.096
5 C -0.404 -0.465 1.257  C4 1.536, P9 1.837, H19 1.079, H20 1.175
6 N -1.083 3.602 -0.121  C1 1.386, H21 1.020, H22 1.051
7 N 0.227 1.971 1.052  C1 1.256, H23 1.062
8 O -0.578 1.470 -0.918  C1 1.362, P9 1.657
9 P 0.051 0.008 -0.458  C2 1.835, C3 1.789, C5 1.837, O8 1.657
10 H 2.071 -1.269 -1.038  C2 1.096
11 H 2.332 0.103 0.077  C2 1.095
12 H 2.133 0.394 -1.699  C2 1.095
13 H -1.773 -0.993 -1.896  C3 1.024
14 H -0.324 -1.940 -1.629  C3 1.078
15 H -0.489 -0.373 -2.604  C3 1.095
16 H -0.407 -2.467 2.225  C4 1.039
17 H 0.678 -2.370 0.883  C4 1.101
18 H -1.001 -2.463 0.646  C4 1.096
19 H -1.466 -0.281 1.195  C5 1.079
20 H 0.192 0.096 2.100  C5 1.175
21 H -1.340 4.218 0.650  N6 1.020
22 H -1.488 3.670 -1.088  N6 1.051
23 H 0.106 2.508 1.960  N7 1.062

Summary:
- Net charge: +1
- Max |F|: 2.9 eV Å⁻¹
- Relative energy (zero: lowest compared OMol25 entry of this formula, charge and spin): 0.1 kcal/mol
- HOMO energy: -13.44 eV

These are the Löwdin partial charges, in e, on atoms 1 to 4: -0.59 -0.12 -0.13 -0.13

Formula: C5H14N2S
Source: the OMol25 dataset
Level of theory: wB97M-V/def2-TZVPD

Bonds (Å) are listed after each position.
Positions of all 22 atoms, in Å:
1 C 2.024 1.915 -1.510  C2 1.590, H5 1.070, H6 1.117, H7 1.115
2 C 0.527 1.545 -1.125  C1 1.590, C3 1.523, H8 1.100, H9 1.081
3 C 0.448 1.431 0.392  C2 1.523, S4 1.864, H10 1.123, H11 1.106
4 S -1.307 1.289 1.005  C3 1.864, H12 1.345
5 H 2.190 1.497 -2.482  C1 1.070
6 H 2.730 1.405 -0.812  C1 1.117
7 H 2.256 3.004 -1.559  C1 1.115
8 H -0.224 2.279 -1.450  C2 1.100
9 H 0.188 0.663 -1.652  C2 1.081
10 H 0.843 2.354 0.893  C3 1.123
11 H 0.983 0.528 0.742  C3 1.106
12 H -1.052 1.753 2.241  S4 1.345
13 C -1.656 -1.818 -0.875  N14 1.447, H17 1.103, H18 1.071, H19 1.100
14 N -0.243 -1.753 -0.566  C13 1.447, C15 1.392, H20 1.035
15 C 0.171 -2.126 0.709  N14 1.392, N16 1.316, H21 1.082
16 N 1.447 -2.155 1.030  C15 1.316, H22 1.037
17 H -1.988 -2.824 -1.182  C13 1.103
18 H -2.193 -1.557 0.015  C13 1.071
19 H -1.876 -1.100 -1.679  C13 1.100
20 H 0.532 -1.828 -1.248  N14 1.035
21 H -0.586 -2.371 1.442  C15 1.082
22 H 1.597 -2.753 1.864  N16 1.037

Summary:
- Max |F|: 2.7 eV Å⁻¹
- Relative energy (zero: lowest compared OMol25 entry of this formula, charge and spin): 14.4 kcal/mol
- Structure (SMILES): [H]/N=C/NC.CCCS
- HOMO energy: -8.69 eV

These are the Löwdin partial charges, in e, on atoms 1 to 4: -0.09 -0.32 -0.57 0.66

Formula: C5H14N2S
Source: the OMol25 dataset
Level of theory: wB97M-V/def2-TZVPD

Bonds (Å) are listed after each position.
Positions of all 22 atoms, in Å:
1 C -0.574 0.025 -0.346  N2 1.464, C6 1.551, H9 1.112, H10 1.091
2 N 0.732 -0.632 -0.407  C1 1.464, C3 1.472, H11 1.013
3 C 1.522 -0.069 -1.514  N2 1.472, C4 1.525, H12 1.093, H13 1.101
4 C 2.921 -0.673 -1.484  C3 1.525, S5 1.805, H14 1.099, H15 1.086
5 S 4.028 -0.062 -2.773  C4 1.805, H16 1.358
6 C -1.215 -0.308 1.027  C1 1.551, N7 1.466, H17 1.091, H18 1.100
7 N -2.317 0.649 1.168  C6 1.466, C8 1.427, H19 1.011
8 C -2.959 0.735 2.439  N7 1.427, H20 1.090, H21 1.100, H22 1.132
9 H -1.339 -0.216 -1.117  C1 1.112
10 H -0.443 1.107 -0.387  C1 1.091
11 H 0.636 -1.625 -0.581  N2 1.013
12 H 1.041 -0.159 -2.491  C3 1.093
13 H 1.637 1.018 -1.376  C3 1.101
14 H 2.948 -1.766 -1.595  C4 1.099
15 H 3.385 -0.505 -0.517  C4 1.086
16 H 4.569 1.032 -2.177  S5 1.358
17 H -0.498 -0.089 1.820  C6 1.091
18 H -1.551 -1.348 1.149  C6 1.100
19 H -3.036 0.589 0.460  N7 1.011
20 H -3.800 1.426 2.496  C8 1.090
21 H -2.285 1.042 3.252  C8 1.100
22 H -3.403 -0.170 2.956  C8 1.132

Summary:
- Max |F|: 2.7 eV Å⁻¹
- Relative energy (zero: lowest compared OMol25 entry of this formula, charge and spin): 16.5 kcal/mol
- Structure (SMILES): CNCCNCCS
- HOMO energy: -8.65 eV

These are the Löwdin partial charges, in e, on atoms 1 to 4: -0.24 -0.08 -0.32 -0.59

Formula: C5H14N3
Source: the OMol25 dataset
Level of theory: wB97M-V/def2-TZVPD

Bonds (Å) are listed after each position.
Positions of all 22 atoms, in Å:
1 C -2.062 0.975 1.483  C2 1.509, H9 1.068, H10 1.049, H11 1.211
2 C -1.361 0.453 0.252  C1 1.509, C3 1.490, N8 1.592, H12 1.190
3 C 0.021 0.319 0.792  C2 1.490, C4 1.522, H13 1.098, H14 1.204
4 C 0.908 -0.133 -0.359  C3 1.522, C5 1.386, N7 1.387
5 C 2.162 0.454 -0.427  C4 1.386, N6 1.388, H15 1.150
6 N 3.246 0.216 -1.262  C5 1.388, H16 0.976, H17 0.994
7 N 0.538 -1.252 -1.090  C4 1.387, H18 1.019, H19 1.096, H20 1.118
8 N -1.961 -0.981 -0.092  C2 1.592, H21 1.046, H22 0.980
9 H -3.092 0.800 1.264  C1 1.068
10 H -1.559 0.758 2.378  C1 1.049
11 H -1.802 2.154 1.566  C1 1.211
12 H -1.539 1.169 -0.681  C2 1.190
13 H 0.368 1.318 1.088  C3 1.098
14 H 0.222 -0.560 1.589  C3 1.204
15 H 2.175 1.308 0.342  C5 1.150
16 H 4.118 0.614 -1.079  N6 0.976
17 H 3.283 -0.423 -2.022  N6 0.994
18 H 0.965 -2.139 -0.830  N7 1.019
19 H 0.843 -1.381 -2.135  N7 1.096
20 H -0.543 -1.530 -1.019  N7 1.118
21 H -2.169 -1.339 0.869  N8 1.046
22 H -2.761 -0.801 -0.627  N8 0.980

Summary:
- Net charge: +1
- Max |F|: 6.1 eV Å⁻¹
- Relative energy (zero: lowest compared OMol25 entry of this formula, charge and spin): 82.1 kcal/mol
- Structure (SMILES): C[C@H](N)C/C([NH3+])=C/N
- HOMO energy: -12.14 eV

These are the Löwdin partial charges, in e, on atoms 1 to 4: -0.09 -0.40 -0.18 -0.33